No. 1
ORCA calculation (ωB97M-V/def2-TZVPD) on a 9-piece molecular cluster, C35H68O18S7 overall at a distorted geometry.

For the energy above the lowest of the compared OMol25 structures with the same formula, charge and spin, the calculation gives 0.000 eV. Its SMILES is C[C@H]1COC(=O)O1.O=S1(=O)CCCC1.O=S1(=O)CCCC1.O=S1(=O)CCCC1.O=S1(=O)CCCC1.O=S1(=O)CCCC1.O=S1(=O)CCCC1.O=S1(=O)CCCC1.CC(C)=O. The lowest unoccupied orbital energy is 0.0 eV. The calculation puts the frontier orbital gap at 0.3620 Ha. The calculation puts the total energy at -150094.3771 eV.

Structure (XYZ):
```
128
C35H68O18S7 (ωB97M-V/def2-TZVPD)
C -0.410 3.567 -2.811
C 1.155 3.628 -2.679
C 1.774 5.043 -2.759
O 2.512 5.158 -1.575
C 2.240 4.127 -0.760
O 2.796 3.970 0.333
O 1.374 3.282 -1.316
H -0.722 2.615 -2.383
H -0.743 3.679 -3.843
H -0.883 4.299 -2.155
H 1.697 3.009 -3.393
H 0.968 5.777 -2.783
H 2.368 5.024 -3.673
C -1.202 1.149 0.922
C -0.793 0.538 -0.400
O -1.573 0.323 -1.358
C 0.702 0.156 -0.461
H -2.216 1.499 0.730
H -0.561 2.020 1.056
H -1.159 0.378 1.692
H 1.302 1.066 -0.464
H 1.089 -0.330 -1.357
H 0.949 -0.452 0.410
C 0.319 -2.721 -4.733
C 1.386 -2.612 -5.861
C 1.203 -1.198 -6.541
S 0.613 0.084 -5.245
O -0.531 0.834 -5.804
O 1.751 0.807 -4.694
C 0.155 -1.317 -4.082
H 0.503 -3.507 -4.000
H -0.669 -2.923 -5.147
H 1.255 -3.369 -6.634
H 2.355 -2.592 -5.363
H 0.417 -1.218 -7.295
H 2.174 -0.890 -6.930
H -0.760 -1.035 -3.561
H 1.014 -1.352 -3.411
C -2.470 5.615 1.837
C -1.290 5.496 0.908
C -0.060 5.739 1.796
S -0.414 4.784 3.372
O -0.406 5.790 4.417
O 0.275 3.501 3.518
C -2.271 4.629 3.018
H -3.405 5.417 1.313
H -2.580 6.612 2.264
H -1.363 6.245 0.119
H -1.204 4.528 0.416
H 0.132 6.800 1.959
H 0.818 5.196 1.445
H -2.816 4.767 3.952
H -2.426 3.588 2.733
C 1.623 -5.913 1.648
C 2.192 -4.729 2.495
C 2.218 -3.497 1.600
S 2.713 -4.113 -0.083
O 4.166 -3.915 -0.228
O 1.718 -3.607 -1.079
C 2.351 -5.938 0.239
H 0.598 -5.637 1.402
H 1.627 -6.796 2.286
H 3.120 -4.962 3.016
H 1.523 -4.474 3.317
H 2.778 -2.626 1.938
H 1.207 -3.091 1.584
H 3.293 -6.468 0.378
H 1.883 -6.359 -0.651
C 3.889 -0.848 -1.924
C 4.513 -0.957 -3.290
C 5.660 -0.024 -3.400
S 5.044 1.516 -2.464
O 4.612 2.435 -3.484
O 5.994 1.927 -1.445
C 3.634 0.621 -1.672
H 4.464 -1.389 -1.172
H 2.967 -1.429 -1.907
H 3.703 -0.730 -3.983
H 4.887 -1.980 -3.334
H 6.080 0.272 -4.361
H 6.526 -0.425 -2.874
H 2.784 1.004 -2.236
H 3.543 0.856 -0.612
C -2.301 -3.580 0.297
C -1.747 -4.886 -0.362
C -2.570 -5.253 -1.595
S -3.231 -3.626 -2.254
O -4.688 -3.751 -2.152
O -2.709 -3.390 -3.646
C -2.571 -2.590 -0.919
H -1.682 -3.092 1.051
H -3.252 -3.732 0.806
H -1.953 -5.620 0.417
H -0.671 -4.875 -0.533
H -3.401 -5.940 -1.436
H -1.996 -5.742 -2.382
H -3.187 -1.717 -0.704
H -1.625 -2.257 -1.346
C -5.203 -0.215 0.600
C -4.622 -0.825 1.920
C -4.290 0.293 2.860
S -5.508 1.645 2.504
O -4.766 2.817 2.138
O -6.490 1.655 3.606
C -6.295 0.838 0.964
H -5.712 -0.946 -0.029
H -4.479 0.260 -0.062
H -3.685 -1.365 1.779
H -5.276 -1.515 2.452
H -3.353 0.799 2.627
H -4.313 0.070 3.927
H -6.743 1.568 0.289
H -7.022 0.120 1.343
C 1.979 1.163 5.438
C 1.226 1.210 6.749
C -0.275 1.163 6.307
S -0.329 -0.220 5.092
O -1.451 -0.091 4.111
O -0.086 -1.480 5.815
C 1.271 0.315 4.338
H 2.964 0.753 5.659
H 2.130 2.135 4.968
H 1.490 2.072 7.361
H 1.573 0.365 7.343
H -0.469 2.103 5.790
H -1.087 1.103 7.032
H 1.033 0.920 3.463
H 1.696 -0.605 3.936
```

Atomic partial charges in e from the Mulliken method, atoms 1 to 6: number 1, C, carries -1.24; number 2, C, carries 0.82; number 3, C, carries -0.53; number 4, O, carries -0.38; number 5, C, carries 0.27; number 6, O, carries -0.65

---

No. 2
ORCA calculation (ωB97M-V/def2-TZVPD) on C29H25CuFN5O6S2Te as an isolated structure at a distorted geometry.

As for the multiplicity: 2. For the energy above the lowest of the compared OMol25 structures with the same formula, charge and spin, the calculation gives 1.335 eV. Its expectation value of S² is 0.759. The lowest unoccupied orbital energy (spin up / spin down) is 2.2 / 0.6 eV. The calculation puts the frontier orbital gap (spin up / spin down) at 0.2205 / 0.1601 Ha. The total charge is -1. The calculation puts the total energy at -126537.5908 eV.

Structure (XYZ):
```
70
C29H25CuFN5O6S2Te (ωB97M-V/def2-TZVPD)
Cu 0.518 -0.083 0.626
O 0.146 2.942 3.296
C 0.496 2.117 2.452
N -0.275 1.421 1.631
C -1.668 1.756 1.538
C -2.177 1.318 0.198
C -3.239 1.954 -0.440
C -3.594 1.555 -1.717
C -2.871 0.540 -2.325
C -1.862 -0.068 -1.598
N -1.534 0.302 -0.370
C 1.947 1.882 2.128
C 2.873 2.897 2.344
C 4.159 2.752 1.859
C 4.493 1.572 1.208
C 3.515 0.603 1.059
N 2.273 0.760 1.488
H -1.788 2.842 1.661
H -2.271 1.273 2.322
H -3.753 2.766 0.053
H -4.404 2.041 -2.245
H -3.070 0.229 -3.338
H -1.271 -0.871 -2.012
H 2.537 3.788 2.849
H 4.888 3.545 1.967
H 5.486 1.418 0.811
H 3.726 -0.334 0.562
C -0.246 -3.643 2.882
S 0.106 -1.914 2.274
O 1.226 -1.480 3.103
C -1.367 -1.253 3.116
C -2.626 -1.499 2.592
C -3.743 -0.963 3.211
C -3.591 -0.158 4.331
C -2.327 0.111 4.834
C -1.213 -0.440 4.222
H -0.242 -3.608 3.965
H 0.563 -4.258 2.510
H -1.200 -3.979 2.496
H -2.729 -2.109 1.705
H -4.734 -1.165 2.823
H -4.465 0.256 4.818
H -2.211 0.756 5.693
H -0.213 -0.250 4.583
F -0.924 -1.975 -4.836
C -0.353 -2.980 -4.137
C 0.673 -2.709 -3.298
N 1.297 -3.684 -2.590
C 2.288 -3.322 -1.604
C 1.577 -2.547 -0.427
O 1.465 -3.155 0.626
O 1.178 -1.400 -0.745
C 0.922 -5.011 -2.696
O 1.485 -5.917 -2.128
N -0.156 -5.230 -3.528
C -0.892 -4.316 -4.284
O -1.847 -4.680 -4.936
H 1.014 -1.697 -3.127
H 3.056 -2.685 -2.046
H 2.725 -4.238 -1.209
H -0.472 -6.193 -3.573
Te 1.123 2.747 -1.084
C 1.289 4.341 -2.454
C 1.462 4.321 -3.809
C 1.539 5.597 -4.405
C 1.419 6.604 -3.500
S 1.225 5.989 -1.900
H 1.541 3.396 -4.354
H 1.670 5.758 -5.464
H 1.429 7.665 -3.662
```

Atomic partial charges in e from the Mulliken method, atoms 1 to 6: number 1, Cu, carries -1.57; number 2, O, carries -0.82; number 3, C, carries 0.15; number 4, N, carries 1.67; number 5, C, carries -1.11; number 6, C, carries 0.53

---

No. 3
ORCA calculation (ωB97M-V/def2-TZVPD) on one molecule with the formula C9H8IN at a distorted geometry.

For the energy above the lowest of the compared OMol25 structures with the same formula, charge and spin, the calculation gives 0.064 eV. Its SMILES is C[C@H]1N=C(I)c2ccccc21. The lowest unoccupied orbital energy is 0.3 eV. The calculation puts the frontier orbital gap at 0.3483 Ha. The calculation puts the total energy at -19051.8746 eV.

Structure (XYZ):
```
19
C9H8IN (ωB97M-V/def2-TZVPD)
C -1.161 0.859 2.228
C -1.937 0.956 1.064
C 0.208 0.543 2.121
C -1.487 0.429 -0.143
C 0.562 -0.166 0.974
C -0.291 -0.245 -0.186
C 1.846 -0.701 0.608
C 0.456 -0.944 -1.212
C 0.468 -0.309 -2.595
N 1.947 -1.123 -0.582
I 3.466 -1.000 1.843
H -1.601 1.294 3.039
H -2.939 1.319 0.915
H 0.872 0.707 3.026
H -2.049 0.489 -1.172
H 0.133 -1.932 -1.482
H 0.891 0.764 -2.377
H -0.512 -0.163 -2.846
H 1.128 -0.778 -3.224
```

Atomic partial charges in e from the Mulliken method, atoms 1 to 6: number 1, C, carries -0.75; number 2, C, carries -0.38; number 3, C, carries -0.54; number 4, C, carries -0.29; number 5, C, carries 0.80; number 6, C, carries 0.20

---

No. 4
ORCA calculation (ωB97M-V/def2-TZVPD) on C36H32Cl2N2O5STeZn as an isolated structure.

For the energy above the lowest of the compared OMol25 structures with the same formula, charge and spin, the calculation gives 0.208 eV. The lowest unoccupied orbital energy is -1.9 eV. The calculation puts the frontier orbital gap at 0.1955 Ha. The calculation puts the total energy at -142659.3853 eV.

Structure (XYZ):
```
80
C36H32Cl2N2O5STeZn (ωB97M-V/def2-TZVPD)
Zn -0.641 1.945 -0.062
Cl -2.823 3.471 -0.891
C -3.742 2.789 0.459
Cl -2.644 1.863 1.502
H -4.487 2.115 0.056
H -4.176 3.594 1.040
C 1.536 -4.628 -1.020
C 1.241 -3.216 -0.584
C 2.060 -2.543 0.309
C 1.786 -1.246 0.748
C 2.788 -0.470 1.532
O 2.948 0.730 1.377
C 3.687 -1.212 2.458
C 5.005 -0.780 2.590
C 5.868 -1.429 3.456
C 5.411 -2.498 4.216
C 4.092 -2.914 4.108
C 3.232 -2.281 3.226
C 0.610 -0.593 0.295
O 0.217 0.530 0.824
C -0.152 -1.243 -0.725
C 0.147 -2.536 -1.110
C -1.229 -0.380 -1.246
N -0.935 0.788 -1.765
C 0.378 0.970 -2.425
C 0.630 0.108 -3.673
Te -1.028 -0.011 -5.062
C -1.241 -2.119 -4.857
C -2.473 -2.676 -4.532
C -2.603 -4.050 -4.394
C -1.506 -4.878 -4.585
C -0.279 -4.326 -4.929
C -0.148 -2.952 -5.071
C -2.628 -0.679 -0.972
C -3.634 0.065 -1.602
C -4.966 -0.225 -1.369
C -5.314 -1.265 -0.513
C -4.322 -2.015 0.106
C -2.989 -1.726 -0.119
H 2.513 -4.953 -0.666
H 1.517 -4.712 -2.108
H 0.788 -5.320 -0.626
H 2.968 -3.024 0.656
H 5.337 0.066 2.002
H 6.893 -1.094 3.546
H 6.085 -3.001 4.897
H 3.734 -3.732 4.720
H 2.199 -2.599 3.152
H -0.468 -3.016 -1.865
H 1.211 0.803 -1.730
H 0.411 2.019 -2.732
H 0.876 -0.914 -3.395
H 1.479 0.528 -4.209
H -3.332 -2.034 -4.382
H -3.565 -4.473 -4.133
H -1.607 -5.950 -4.477
H 0.577 -4.968 -5.096
H 0.808 -2.533 -5.359
H -3.347 0.843 -2.299
H -5.738 0.346 -1.870
H -6.357 -1.491 -0.333
H -4.596 -2.824 0.769
H -2.216 -2.302 0.374
N 0.852 3.230 0.576
C 0.591 4.185 1.655
C 1.570 4.437 2.605
C 1.327 5.378 3.596
C 0.116 6.049 3.629
C -0.866 5.784 2.693
C -0.625 4.847 1.699
S -0.218 7.253 4.951
O -0.859 6.425 5.960
O -1.093 8.222 4.317
O 1.097 7.748 5.311
H 1.363 3.713 -0.159
H 1.496 2.508 0.921
H 2.508 3.893 2.574
H 2.067 5.619 4.348
H -1.800 6.329 2.753
H -1.373 4.636 0.942
```

Atomic partial charges in e from the Mulliken method, atoms 1 to 6: number 1, Zn, carries 0.76; number 2, Cl, carries -0.09; number 3, C, carries -0.28; number 4, Cl, carries -0.06; number 5, H, carries 0.26; number 6, H, carries 0.49

---

Question: Which value of energy above the lowest of the compared OMol25 structures with the same formula, charge and spin does entry 2 give?
Answer: 1.335 eV